A structure of composition C27H29BrN10Pb. Source: OMol25; level of theory: wB97M-V/def2-TZVPD.

Geometry as XYZ:
```
68
C27H29BrN10Pb, DFT wB97M-V/def2-TZVPD
Pb 0.13 0.68 -0.48
C -1.95 0.60 5.27
C -0.63 0.27 5.58
C 0.31 0.16 4.59
C -0.05 0.41 3.26
C -1.36 0.76 2.95
C -2.31 0.85 3.95
N 0.86 0.34 2.17
N 2.05 0.24 2.50
C 3.07 0.23 1.50
C 4.33 0.56 1.97
C 5.38 0.64 1.07
C 5.13 0.40 -0.27
C 3.84 0.05 -0.64
N 2.82 -0.05 0.22
H -2.70 0.67 6.05
H -0.35 0.12 6.62
H 1.33 -0.11 4.82
H -1.62 1.00 1.93
H -3.33 1.11 3.71
H 4.46 0.76 3.03
H 6.38 0.88 1.41
H 5.91 0.46 -1.01
H 3.60 -0.17 -1.68
N 0.34 1.53 -5.20
C 0.36 0.58 -4.26
N 0.27 1.14 -3.07
C 0.19 2.49 -3.36
N 0.22 2.75 -4.64
C 0.13 3.57 -2.35
C 0.30 4.89 -2.75
N 0.34 5.88 -1.87
C 0.17 5.57 -0.59
C -0.03 4.26 -0.19
N -0.04 3.26 -1.07
H 0.38 1.44 -6.20
H 0.46 -0.47 -4.47
H 0.43 5.13 -3.80
H 0.20 6.38 0.12
H -0.18 4.01 0.85
Br -6.89 0.16 -0.83
C -5.00 0.17 -0.75
C -4.35 -0.59 0.21
C -2.96 -0.57 0.26
C -2.20 0.21 -0.61
C -2.90 0.96 -1.57
C -4.28 0.94 -1.65
H -4.92 -1.18 0.91
H -2.48 -1.17 1.04
H -2.36 1.58 -2.28
H -4.80 1.52 -2.40
N 0.27 -5.15 -0.61
C 1.39 -4.42 0.09
C 1.50 -3.01 -0.49
N 0.26 -2.26 -0.36
C -0.84 -2.98 -1.03
C -1.03 -4.39 -0.49
H 0.16 -6.09 -0.23
H 0.50 -5.25 -1.60
H 2.31 -4.99 -0.05
H 1.15 -4.39 1.15
H 1.76 -3.07 -1.55
H 2.31 -2.48 0.02
H 0.03 -2.11 0.62
H -0.60 -3.02 -2.10
H -1.76 -2.42 -0.92
H -1.81 -4.92 -1.03
H -1.29 -4.36 0.57
```

Properties
net charge = +2
multiplicity = 1
Kohn-Sham gap = 6.820 eV
energy above the lowest of the compared OMol25 structures with the same formula, charge and spin = 0.000 eV

***

A cluster of 2 separate species, C2H4NO3P in total in a non-equilibrium geometry. Source: OMol25; level of theory: wB97M-V/def2-TZVPD.

Geometry as XYZ:
```
11
C2H4NO3P, DFT wB97M-V/def2-TZVPD
C 0.43 -1.72 -0.86
C -0.41 -0.77 0.08
N 0.55 -0.05 0.82
O 0.07 -2.71 -1.36
O 3.15 0.19 0.72
O 1.71 -1.28 -0.96
P 1.92 0.12 0.01
H -1.13 0.02 -0.45
H -1.14 -1.43 0.63
H 0.41 0.10 1.87
H 1.74 1.44 -1.55
```

Properties
multiplicity = 3
Kohn-Sham gap (spin up / spin down) = 7.547 / 7.329 eV
⟨S²⟩ = 2.0040
energy above the lowest of the compared OMol25 structures with the same formula, charge and spin = 0.189 eV

***

A cluster of 9 separate species, C40H108F4N9O21S4 in total in a non-equilibrium geometry. Source: OMol25; level of theory: wB97M-V/def2-TZVPD.

Geometry as XYZ:
```
186
C40H108F4N9O21S4, DFT wB97M-V/def2-TZVPD
C -4.33 2.85 0.74
C -3.40 2.74 -0.47
C -3.93 3.44 -1.75
O -4.35 4.72 -1.30
C -4.98 5.46 -2.37
N -1.99 3.30 -0.06
H -1.64 3.84 -0.83
H -1.98 3.85 0.79
H -1.35 2.52 -0.01
H -5.28 2.39 0.46
H -4.67 3.85 0.99
H -3.86 2.36 1.59
H -3.14 1.70 -0.67
H -4.72 2.84 -2.21
H -3.16 3.44 -2.53
H -4.30 5.48 -3.22
H -5.15 6.48 -2.01
H -5.98 5.25 -2.73
C 1.59 5.15 7.34
O 2.37 4.00 7.30
C 1.86 3.11 6.33
C 2.22 3.51 4.88
N 3.65 3.90 4.60
H 4.00 4.61 5.23
H 4.29 3.12 4.56
C 3.96 4.57 3.21
C 5.42 4.28 2.75
O 5.67 2.89 2.75
C 6.96 2.48 2.18
H 1.56 5.64 6.36
H 2.04 5.86 8.04
H 0.56 5.02 7.67
H 0.82 2.88 6.55
H 2.35 2.16 6.54
H 1.71 4.44 4.62
H 1.88 2.72 4.21
H 3.76 5.62 3.43
H 3.15 4.29 2.53
H 6.19 4.80 3.32
H 5.48 4.66 1.73
H 6.90 2.54 1.09
H 7.03 1.45 2.51
H 7.82 3.07 2.51
C -0.34 -3.98 4.76
O -1.48 -3.86 5.62
C -1.90 -5.13 5.95
C -3.19 -5.04 6.87
N -4.04 -3.80 6.74
H -4.75 -3.81 7.46
H -3.38 -3.03 6.83
C -4.82 -3.66 5.45
C -4.13 -2.72 4.47
O -3.77 -1.57 5.25
C -2.81 -0.75 4.54
H -0.09 -2.98 4.40
H -0.74 -4.47 3.87
H 0.49 -4.48 5.25
H -1.10 -5.70 6.41
H -2.11 -5.83 5.13
H -2.83 -4.99 7.90
H -3.88 -5.88 6.79
H -5.78 -3.28 5.81
H -4.88 -4.68 5.06
H -4.93 -2.55 3.76
H -3.24 -3.19 4.04
H -2.53 0.08 5.18
H -3.30 -0.33 3.66
H -1.90 -1.26 4.24
C 0.40 5.64 -2.55
O -0.33 4.49 -2.18
C 0.10 3.29 -2.87
C 1.46 2.88 -2.52
N 1.77 2.87 -0.99
H 1.35 3.67 -0.53
H 1.21 2.08 -0.70
C 3.28 2.76 -0.63
C 4.00 4.15 -0.64
O 3.14 5.04 0.07
C 3.26 6.36 -0.45
H 1.46 5.55 -2.80
H 0.47 6.33 -1.71
H 0.03 6.11 -3.47
H -0.05 3.39 -3.94
H -0.59 2.54 -2.47
H 2.19 3.43 -3.10
H 1.51 1.80 -2.65
H 3.68 2.03 -1.33
H 3.26 2.32 0.36
H 4.10 4.43 -1.68
H 4.99 4.01 -0.20
H 4.21 6.88 -0.30
H 2.50 6.91 0.10
H 3.09 6.28 -1.53
C -4.41 0.63 -3.51
O -4.96 0.41 -2.21
C -4.31 -0.70 -1.63
C -4.86 -0.95 -0.13
N -6.38 -0.69 0.01
H -6.63 0.26 -0.23
H -6.80 -1.16 -0.78
C -7.05 -0.93 1.39
C -6.78 0.27 2.31
O -7.27 1.46 1.81
C -7.44 2.41 2.81
H -5.15 1.18 -4.09
H -4.28 -0.29 -4.08
H -3.45 1.14 -3.49
H -3.26 -0.50 -1.45
H -4.30 -1.69 -2.08
H -4.20 -0.44 0.57
H -4.75 -2.02 0.08
H -6.70 -1.85 1.84
H -8.10 -1.04 1.12
H -5.70 0.26 2.43
H -7.23 -0.02 3.26
H -7.92 2.05 3.72
H -7.90 3.26 2.30
H -6.46 2.82 3.09
C 5.45 -5.33 -7.57
O 4.35 -4.37 -7.44
C 3.75 -4.11 -8.71
C 3.18 -2.74 -8.67
N 2.48 -2.39 -7.34
H 3.19 -2.38 -6.62
H 2.17 -1.43 -7.43
C 1.22 -3.25 -7.01
C 0.39 -2.50 -5.96
O 0.09 -1.17 -6.45
C -0.59 -0.36 -5.47
H 6.01 -5.59 -6.67
H 6.23 -4.99 -8.25
H 5.11 -6.27 -8.00
H 3.01 -4.85 -9.00
H 4.49 -4.05 -9.51
H 2.49 -2.49 -9.46
H 3.96 -1.98 -8.67
H 1.49 -4.24 -6.66
H 0.59 -3.18 -7.90
H 0.95 -2.45 -5.03
H -0.55 -3.00 -5.73
H -0.87 0.60 -5.89
H 0.14 -0.29 -4.66
H -1.47 -0.91 -5.14
C 3.20 -4.49 -3.58
O 3.65 -3.77 -2.42
C 3.04 -4.26 -1.24
C 3.65 -3.69 -0.04
N 3.91 -2.22 -0.38
H 4.11 -2.24 -1.37
H 3.01 -1.76 -0.39
C 4.88 -1.51 0.48
C 4.38 -1.04 1.86
O 4.03 -2.21 2.62
C 3.88 -1.97 4.03
H 3.70 -4.00 -4.42
H 2.13 -4.58 -3.73
H 3.53 -5.53 -3.61
H 3.31 -5.32 -1.15
H 1.96 -4.33 -1.32
H 4.61 -4.06 0.33
H 3.07 -3.64 0.88
H 4.98 -0.66 -0.20
H 5.85 -2.01 0.56
H 3.49 -0.41 1.79
H 5.18 -0.48 2.35
H 3.17 -1.17 4.24
H 4.84 -1.59 4.40
H 3.60 -2.91 4.50
N -1.90 -5.26 -2.45
S -1.54 -3.91 -2.97
O -2.29 -3.43 -4.12
O -0.15 -3.40 -2.75
F -2.34 -3.13 -1.71
S -0.64 -6.12 -3.31
O 0.38 -6.47 -2.31
O -0.22 -5.74 -4.65
F -1.38 -7.51 -3.48
N 0.01 1.20 -0.01
S 0.04 -0.34 -0.26
O -1.23 -1.00 -0.03
O 1.28 -1.03 -0.02
F 0.10 -0.35 -1.89
S -0.14 0.98 1.73
O 0.61 0.02 2.52
O -1.48 1.29 2.17
F 0.63 2.31 2.16
```

Properties
net charge = +5
multiplicity = 1
Kohn-Sham gap = 7.156 eV

***

A structure of composition C4H9N2 in a non-equilibrium geometry. Source: OMol25; level of theory: wB97M-V/def2-TZVPD.

Geometry as XYZ:
```
15
C4H9N2, DFT wB97M-V/def2-TZVPD
C 0.92 -1.19 0.74
C -0.03 -0.56 -0.79
C -2.08 0.41 -0.70
C 1.45 1.33 0.63
N 0.00 -1.75 -0.10
N 0.94 0.00 0.19
H 1.31 -1.52 1.74
H 0.17 -0.57 -1.84
H -2.15 0.40 0.41
H -2.69 -0.32 -1.24
H -2.05 1.42 -1.23
H 1.15 2.03 -0.14
H 2.45 1.27 1.06
H 0.84 1.73 1.48
H -0.22 -2.69 -0.21
```

Properties
net charge = +1
multiplicity = 1
Kohn-Sham gap = 9.503 eV
energy above the lowest of the compared OMol25 structures with the same formula, charge and spin = 4.728 eV

***

| no. | DFT total energy (eV) |
| --- | --- |
| 1 | -118645.4688 |
| 2 | -19055.8742 |
| 3 | -153792.6929 |
| 4 | -7263.4134 |